[1]
This record from the OMol25 dataset describes an isolated molecule of C6H8N2O. The level of theory is ωB97M-V/def2-TZVPD.

Results
highest occupied orbital energy	-8.725	eV
SMILES	CN1N=CC=CCC1=O
net charge	0
gap between HOMO and LUMO	8.88	eV

Atoms and positions in Å:
O 1.7320 1.6290 -0.4047
N 0.9051 -0.4528 0.0644
N -0.0728 -1.4534 0.2878
C 0.8106 0.9840 0.0296
C -1.4345 1.1321 -0.3162
C 2.2131 -0.9781 -0.2030
C -0.4853 1.3715 0.7242
C -1.2717 -1.1575 0.0446
C -1.9120 -0.1509 -0.6230
H -0.4789 2.3847 0.9982
H -2.9921 -0.3589 -0.9302
H 2.9965 -0.4994 0.3974
H -1.9322 -2.0000 0.2440
H 2.1178 -2.0392 0.0613
H 2.4255 -0.9751 -1.2572
H -1.8622 1.9309 -0.7204
H -0.7587 0.6330 1.6032

---

[2]
This record from the OMol25 dataset describes a structure of composition C6H8N2O. The level of theory is ωB97M-V/def2-TZVPD.

Results
highest occupied orbital energy	-6.869	eV
net charge	0
gap between HOMO and LUMO	7.53	eV

Atoms and positions in Å:
O 0.0278 0.2603 -1.5828
N -1.7574 0.4536 -2.4785
N 1.8353 -0.3726 -0.0737
C 0.3084 -0.1680 1.8961
C -1.6986 -0.1683 -0.2099
C -0.3894 0.1931 0.6124
C -1.1146 0.1611 -1.3917
C 1.8303 -0.0431 1.4146
C 0.5552 0.1936 -0.3320
H -0.2103 0.5027 2.6156
H 2.4469 0.1570 -0.6475
H 2.4128 0.8013 1.7920
H 0.1434 -1.1445 2.4261
H -2.7138 -0.5288 0.2655
H 2.3758 -0.7148 2.0010
H -1.2310 0.2082 -3.7311
H -2.8207 0.2093 -2.5761

---

[3]
This record from the OMol25 dataset describes a cluster of 2 separate species, C6H8N2O in total. The level of theory is ωB97M-V/def2-TZVPD.

Results
2S+1	3
highest occupied orbital energy (spin up / spin down)	-7.035 / -9.534	eV
net charge	0
gap between HOMO and LUMO (spin up / spin down)	8.06 / 7.20	eV

Atoms and positions in Å:
O 2.4839 0.1073 -0.9604
N 0.7178 -0.5176 0.4328
N -0.1795 0.1034 1.3088
C 0.0215 1.4253 1.0810
C 1.0170 1.7364 0.1711
C 1.5171 0.4080 -0.2143
C 0.7396 -1.9333 0.2824
C -1.6482 0.1953 -1.2360
C -2.0231 0.1648 -0.0020
H 1.4491 -2.0962 -0.6348
H 1.0421 -2.4717 1.2333
H -2.8010 0.0930 0.7423
H -0.3564 -2.2940 0.0695
H -2.1467 -0.0788 -2.2041
H -0.7660 0.6304 -1.6496
H -0.7203 2.0255 1.6494
H 1.6531 2.5021 -0.0695

---

[4]
This record from the OMol25 dataset describes a cluster of 2 separate species, C6H8N2O2 in total. The level of theory is ωB97M-V/def2-TZVPD.

Results
highest occupied orbital energy	-8.697	eV
SMILES	O=c1cc[nH]c(=O)[nH]1.C=C
net charge	0
gap between HOMO and LUMO	8.74	eV

Atoms and positions in Å:
O -0.7919 2.6490 -0.5255
O -2.5909 -1.5928 -0.4122
N -1.8648 0.6277 -0.2065
N 0.1547 1.1840 0.7769
C -1.8142 -0.7680 0.1117
C -0.8838 1.5531 -0.0628
C -0.5631 -1.0541 0.7120
C 1.9442 -1.0949 -0.8191
C 0.2182 -0.0675 1.1915
C 1.2587 0.0658 -0.6587
H -2.4421 0.9435 -1.0540
H 2.9507 -1.1861 -0.5525
H 0.1274 -0.0882 -1.0346
H 1.4461 -2.0385 -0.8658
H -0.2429 -2.0559 0.8663
H 1.5444 1.0630 -0.3827
H 0.5289 2.1186 1.1035
H 1.0204 -0.2588 1.8127

---

[5]
This record from the OMol25 dataset describes an isolated molecule of C6H8N2O2. The level of theory is ωB97M-V/def2-TZVPD.

Results
highest occupied orbital energy	-9.700	eV
SMILES	C/C(CC#CC(N)=O)=N\O
net charge	0
gap between HOMO and LUMO	9.81	eV

Atoms and positions in Å:
O 0.1418 2.7015 2.5012
O -0.4119 -4.0645 -1.0217
N 0.9031 1.6415 2.0579
N -1.6968 -2.7159 -1.9332
C -0.2891 2.0885 -0.0406
C -0.9280 -2.9057 -0.8564
C 0.6906 1.3644 0.8304
C -0.0373 -1.8212 -0.4757
C 0.6793 -0.9097 -0.1268
C 1.5106 0.2289 0.2625
H 2.0483 0.5852 -0.6320
H 0.3935 2.8099 3.4230
H -1.3806 -3.8878 -2.3018
H -0.0584 3.1629 -0.0572
H 2.2642 -0.0890 0.9955
H -1.3078 1.9810 0.3587
H -0.2680 1.6992 -1.0648
H -2.2535 -1.8693 -1.9190

---

[6]
This record from the OMol25 dataset describes a cluster of 2 separate species, C6H8N2O2 in total. The level of theory is ωB97M-V/def2-TZVPD.

Results
highest occupied orbital energy	-9.365	eV
SMILES	O=c1cc[nH]c(=O)[nH]1.C=C
net charge	0
gap between HOMO and LUMO	9.52	eV

Atoms and positions in Å:
O 0.7748 2.3392 -0.4502
O -0.8236 -1.7746 -0.9024
N -0.0720 0.2983 -0.5170
N 1.1178 -1.4561 0.2964
C 2.1886 -0.6961 0.7756
C 2.1913 0.6227 0.2656
C -0.0254 -1.0219 -0.3820
C 0.9680 1.1678 -0.1980
C -2.4194 -0.0593 0.1543
C -3.1865 0.7092 0.8488
H 2.9789 1.2685 0.5138
H -3.4846 1.6315 0.5031
H -2.1026 -0.9788 0.5566
H 0.9877 -2.4777 0.5685
H -3.3557 0.3195 1.8821
H 2.9048 -1.2637 1.4997
H -0.9084 0.5970 -1.0675
H -2.2483 0.1567 -0.8757

---

Short version: ΔE to the lowest compared entry with this formula, charge and spin = 266.1; 634.9; 166.1; 434.9; 594.8; 230.4 kJ/mol, in the order given.
Short version: total energy = -11376.589; -11372.766; -11372.863; -13422.866; -13421.209; -13424.986 eV, in the order given.